[1]
C3H5N3O | wB97M-V/def2-TZVPD

CARTESIAN COORDINATES (ANGSTROEM)
C1 0.0736 0.3970 1.2238
C2 -1.0017 0.0279 0.5029
C3 1.2823 0.0450 0.4088
N1 -1.2782 0.1523 -2.0869
N2 0.6839 -0.8788 -0.4826
N3 -0.7226 -0.7981 -0.5572
O1 -2.2479 0.7599 -1.9082
H1 0.2641 0.9099 2.1805
H2 -2.0386 0.0919 0.8291
H3 1.9469 0.9551 0.0217
H4 1.9356 -0.4631 1.2282
H5 1.1027 -1.1990 -1.3603

Output
E_LUMO (spin up / spin down)   0.40 / -0.27 eV
Orbital gap (spin up / spin down)   7.6 / 7.1 eV
Charge   0


[2]
C3H5N3O | wB97M-V/def2-TZVPD

CARTESIAN COORDINATES (ANGSTROEM)
N1 1.9612 0.7702 -0.2241
C1 0.6937 0.2022 -0.0804
C2 0.3301 -1.1082 -0.0115
N2 -1.0844 -1.1528 0.0407
C3 -1.5603 0.1154 0.0104
O1 -2.6677 0.6667 0.0193
N3 -0.4999 0.9535 -0.0567
H1 2.7061 0.1315 0.0345
H2 2.0571 1.6366 0.2883
H3 0.9248 -2.0144 0.0007
H4 -1.6688 -1.9685 0.0684
H5 -1.1917 1.7678 -0.0897

Output
E_LUMO   0.82 eV
Orbital gap   8.5 eV
Structure (SMILES)   Nc1c[nH]c(=O)[nH]1
Charge   0


[3]
C3H5N3O | wB97M-V/def2-TZVPD

CARTESIAN COORDINATES (ANGSTROEM)
H1 -2.1816 -0.6722 0.9176
N1 -1.8975 -1.2897 0.2327
C1 -0.7766 -0.9600 -0.3234
O1 -0.1225 -1.8100 -1.1203
N2 1.0980 -1.3826 -1.5426
C2 1.1572 -0.1488 -1.0358
N3 0.0882 0.1545 -0.2844
C3 0.1363 1.2493 0.8528
H2 2.0894 0.3653 -1.0386
H3 -0.1533 0.6609 1.8445
H4 1.1442 1.7320 0.9849
H5 -0.5817 2.1013 0.5126

Output
E_LUMO   0.48 eV
Orbital gap   9.1 eV
Structure (SMILES)   [H]/N=c1/oncn1C
Charge   0


[4]
C3H5N3O | wB97M-V/def2-TZVPD

CARTESIAN COORDINATES (ANGSTROEM)
C1 0.7653 -0.4872 -0.3230
C2 -1.3352 0.6016 -0.0375
C3 2.1893 -0.2908 0.0052
N1 -2.2196 -1.6829 0.2266
N2 0.0168 0.4517 0.1160
N3 -2.2711 -0.5442 -0.2033
O1 -1.8722 1.6673 0.0724
H1 2.5090 -1.1399 0.4892
H2 2.4762 0.4517 0.7733
H3 2.7078 -0.0625 -1.0440
H4 0.3030 1.3502 0.4821
H5 -3.2694 -0.3150 -0.5568

Output
E_LUMO   -0.26 eV
Orbital gap   8.0 eV
Charge   0


[5]
C3H5N3O | wB97M-V/def2-TZVPD

CARTESIAN COORDINATES (ANGSTROEM)
N1 -1.9214 -0.4218 0.2297
C1 -0.5389 -0.7360 0.1765
N2 -0.0939 -2.0410 0.1724
O1 1.1357 -2.1862 0.1854
C2 0.4527 0.1934 0.0832
C3 1.7447 0.4277 -0.0988
N3 0.6305 1.6366 0.0415
H1 -2.3414 -0.4398 -0.6944
H2 -2.4009 -1.1300 0.7755
H3 2.6134 0.4237 0.5457
H4 0.3699 2.1415 0.8880
H5 0.3899 2.1469 -0.8030

Output
E_LUMO (spin up / spin down)   0.31 / 0.31 eV
Orbital gap (spin up / spin down)   8.1 / 8.1 eV
Structure (SMILES)   N/C(=N/[O-])C1=C[NH2+]1
Charge   0


[6]
C3H5N3O | wB97M-V/def2-TZVPD

CARTESIAN COORDINATES (ANGSTROEM)
N1 2.1417 0.4851 -0.6475
C1 0.9240 0.0795 -0.1117
N2 0.4593 0.3952 1.0707
C2 -0.8233 -0.0926 1.0444
O1 -1.7538 0.5476 1.7837
C3 -1.0637 -0.8753 -0.0350
N3 0.0804 -0.7174 -0.8261
H1 2.5830 1.1552 -0.0300
H2 2.0087 0.9011 -1.5630
H3 -2.6199 0.2354 1.5032
H4 -1.9479 -1.3999 -0.3576
H5 0.0114 -0.7139 -1.8311

Output
E_LUMO   0.78 eV
Orbital gap   8.5 eV
Structure (SMILES)   Nc1nc(O)c[nH]1
Charge   0


Computed energy relative to the best compared isomer or geometry (same formula, charge and spin) (kcal per mole) in order:
145.4 32.8 77.4 141.4 156.1 28.5